# 1
# C18H48BaO15P3

C18H48BaO15P3 as an isolated structure in a non-equilibrium geometry (ωB97M-V/def2-TZVPD, the OMol25 dataset).

The geometry in XYZ format:
```
85
C18H48BaO15P3 | the OMol25 dataset | ωB97M-V/def2-TZVPD
Ba -8.4626 17.9732 -7.2689
O -9.3570 16.0048 -5.6811
H -8.8974 15.7702 -4.8515
O -10.0378 19.5673 -5.8762
H -9.5996 20.1347 -5.2124
O -10.9381 17.1842 -8.0569
H -10.7310 16.9497 -8.9825
C -3.1599 17.2318 -12.2905
C -2.8879 17.5302 -10.8194
O -4.1761 17.5637 -10.2352
P -4.4888 16.9339 -8.7608
O -5.8349 17.1399 -8.1592
O -3.3180 17.5904 -7.8819
C -3.2769 19.0508 -7.7343
C -1.9719 19.5750 -7.1529
O -3.9464 15.4440 -8.8572
C -4.7834 14.4350 -9.1175
C -4.0205 13.1364 -9.1984
H -3.1073 16.1575 -12.4672
H -4.1284 17.5251 -12.6958
H -2.4327 17.6960 -12.9566
H -2.3515 16.6629 -10.4344
H -2.3415 18.4496 -10.6092
H -3.5294 19.6374 -8.6177
H -4.0494 19.2458 -6.9905
H -2.2830 20.3279 -6.4286
H -1.4468 18.7577 -6.6586
H -1.2629 19.9507 -7.8906
H -5.4828 14.3212 -8.2892
H -5.2850 14.6542 -10.0600
H -3.4484 12.8170 -8.3274
H -4.6802 12.3227 -9.4998
H -3.3757 13.1108 -10.0769
C -4.5458 22.7850 -3.9467
C -5.2512 21.4630 -4.3489
O -5.3199 21.5566 -5.7953
P -6.7747 21.5066 -6.5708
O -7.0956 20.1738 -7.1035
O -6.4388 22.5665 -7.7669
C -5.2019 23.0117 -8.1351
C -5.6479 23.8612 -9.3593
O -7.7740 22.4511 -5.5893
C -9.1902 22.7677 -5.8894
C -9.3723 24.2562 -5.5669
H -5.3851 23.4778 -4.0068
H -4.1548 22.7726 -2.9293
H -3.7572 23.1562 -4.6013
H -4.7410 20.5416 -4.0683
H -6.2425 21.2149 -3.9697
H -4.7781 23.4986 -7.2568
H -4.5532 22.1517 -8.3014
H -5.8719 23.2432 -10.2288
H -6.4559 24.5202 -9.0416
H -4.8551 24.4899 -9.7645
H -9.3489 22.5662 -6.9487
H -9.9254 22.1512 -5.3722
H -10.3440 24.5322 -5.9763
H -9.2489 24.4836 -4.5080
H -8.5653 24.8184 -6.0368
C -10.9717 20.4572 -9.4637
C -10.1485 20.8908 -10.7036
O -9.8097 19.6967 -11.3265
P -8.3253 19.0197 -11.2364
O -8.2146 18.3205 -9.8875
O -8.2369 18.1792 -12.6098
C -8.7474 16.8720 -12.7490
C -7.5023 15.9830 -12.8166
O -7.3624 20.2834 -11.4362
C -6.1217 20.0564 -12.0194
C -4.9906 21.0185 -11.7358
H -11.2009 21.2542 -8.7564
H -11.8790 19.9380 -9.7726
H -10.5667 19.6854 -8.8091
H -10.8530 21.3856 -11.3720
H -9.1965 21.4068 -10.5788
H -9.3698 16.6290 -11.8878
H -9.3032 16.6506 -13.6601
H -6.9275 16.1041 -13.7348
H -6.8794 16.2785 -11.9724
H -7.7153 14.9494 -12.5436
H -5.6700 19.1198 -11.6924
H -6.3783 20.0108 -13.0778
H -4.4351 20.9519 -10.8004
H -4.1836 20.8958 -12.4582
H -5.3116 22.0490 -11.8873
```

Summary:
Frontier orbital gap = 4.23 eV
Spin multiplicity = 1
HOMO = -2.429 eV
LUMO level = 1.798 eV
Total charge = -1
Energy = -78722.961 eV
Energy above the lowest of the compared OMol25 structures with the same formula, charge and spin = 116.3 kcal per mole

These are the Mulliken partial charges, in e, on atoms 1 to 2: 1.730, -0.921


# 2
# C18H48F6N2O10PRb

C18H48F6N2O10PRb as an isolated structure in a non-equilibrium geometry (ωB97M-V/def2-TZVPD, the OMol25 dataset).

The geometry in XYZ format:
```
86
C18H48F6N2O10PRb | the OMol25 dataset | ωB97M-V/def2-TZVPD
Rb 3.1106 2.6556 -1.5094
P 0.5520 0.8385 0.2668
F -1.0143 0.6435 0.0688
F 0.7401 -0.7014 0.6440
F 0.7198 0.5817 -1.3600
F 2.2007 0.9509 0.4416
F 0.4984 2.4217 -0.1430
F 0.3571 1.2450 1.7939
C -1.4993 3.2668 -2.6719
O -2.5850 2.3904 -2.7363
C -2.3576 0.9855 -2.9111
C -2.6079 0.5465 -4.3307
N -1.4401 0.9150 -5.1822
C -1.7188 0.6838 -6.5844
C -0.5156 0.9872 -7.4535
O -0.3953 2.3717 -7.6168
C 0.3661 2.7803 -8.7300
H -0.6107 2.9682 -3.2381
H -1.1720 3.4649 -1.6428
H -1.8528 4.2447 -3.0128
H -3.0433 0.5404 -2.1925
H -1.3298 0.7436 -2.6308
H -3.4770 1.0955 -4.7151
H -2.7216 -0.5325 -4.4377
H -1.3394 1.9132 -5.0522
H -2.5178 1.3578 -6.9430
H -2.0529 -0.3310 -6.8025
H -0.6692 0.4952 -8.4266
H 0.3803 0.5255 -7.0146
H -0.2606 3.4332 -9.3456
H 0.6294 1.9227 -9.3560
H 1.2716 3.3177 -8.4470
C 1.4137 -1.1377 6.2446
O 1.6562 -2.0872 5.2430
C 2.3176 -1.5186 4.1318
C 2.5001 -2.5444 3.0306
N 1.3180 -2.9816 2.3381
C 0.4641 -3.8937 3.0746
C -0.6307 -4.5325 2.2269
O -1.9464 -4.1626 2.6309
C -2.1919 -2.7792 2.4576
H 0.8924 -1.6554 7.0492
H 0.8115 -0.3016 5.8702
H 2.3461 -0.7382 6.6695
H 3.3198 -1.1723 4.4489
H 1.7679 -0.6182 3.8149
H 2.9889 -3.4199 3.4691
H 3.2307 -2.1358 2.3219
H 0.8295 -2.1864 1.9516
H -0.0389 -3.3669 3.9024
H 1.0056 -4.6533 3.6413
H -0.5891 -5.6082 2.3902
H -0.5285 -4.2881 1.1637
H -1.9076 -2.4670 1.4472
H -1.6304 -2.2001 3.2007
H -3.2493 -2.6283 2.6556
C -1.9233 2.6077 3.5950
C -3.4014 2.6797 3.8249
O -4.0240 1.6060 3.1829
O -1.3181 1.5067 4.2537
H -1.3883 3.5242 3.8612
H -1.6904 2.5513 2.5201
H -3.7709 3.6652 3.5079
H -3.5136 2.6858 4.9235
H -4.9803 1.6863 3.1992
H -1.2723 0.7735 3.6345
C 4.1914 1.5084 3.0233
C 3.1715 2.2574 3.7869
O 3.5249 3.6377 3.8166
O 5.3344 1.2556 3.7786
H 4.4270 2.0559 2.0912
H 3.7100 0.6080 2.6144
H 3.1721 1.8931 4.8232
H 2.1804 2.1045 3.3555
H 2.7809 4.1824 4.0831
H 5.8733 0.5766 3.3688
C 0.4126 -3.3181 -1.8343
C -0.7517 -2.6531 -2.5338
O -0.4520 -2.0493 -3.7905
O 1.0774 -4.1191 -2.7969
H 0.0392 -4.0471 -1.1127
H 1.0327 -2.5969 -1.2909
H -1.3419 -1.9867 -1.8986
H -1.4340 -3.4751 -2.7882
H -0.4377 -1.0949 -3.6554
H 0.9782 -3.6705 -3.6460
```

Summary:
Frontier orbital gap = 6.64 eV
Spin multiplicity = 1
HOMO = -7.943 eV
LUMO level = -1.305 eV
Total charge = 0
Energy = -69151.218 eV

These are the Mulliken partial charges, in e, on atoms 1 to 2: 1.009, 1.662


# 3
# C18H48O18P4

C18H48O18P4 as an isolated structure in a non-equilibrium geometry (ωB97M-V/def2-TZVPD, the OMol25 dataset).

The geometry in XYZ format:
```
88
C18H48O18P4 | the OMol25 dataset | ωB97M-V/def2-TZVPD
C -33.4898 -55.2094 -17.4951
C -33.5473 -56.6651 -17.6851
O -32.9062 -57.4205 -17.0072
C -34.3152 -57.1439 -18.7873
H -33.5868 -54.6974 -18.5087
H -32.6049 -54.9902 -16.9934
H -34.2376 -54.7719 -16.7935
H -35.4094 -56.7844 -18.9144
H -34.5999 -58.4326 -18.5603
H -33.6357 -57.1413 -19.6548
C -36.8343 -56.9052 -12.8221
C -36.1519 -56.3914 -14.1274
O -35.9000 -55.2436 -14.3162
C -35.6959 -57.4130 -15.2561
H -35.9823 -57.4544 -12.3654
H -37.7935 -57.4036 -13.1475
H -37.2959 -56.1712 -12.2139
H -34.7439 -57.7886 -14.9373
H -35.7189 -57.0201 -16.1937
H -36.2888 -58.4005 -15.1282
C -32.7585 -55.1557 -13.6610
O -31.8262 -54.5370 -12.8770
P -31.3472 -55.1225 -11.4970
O -31.4343 -56.5212 -11.4433
O -29.7460 -54.7278 -11.2918
C -29.2353 -53.5404 -11.8433
O -32.3349 -54.5102 -10.3604
C -33.5512 -55.3168 -10.0483
H -33.3749 -55.8156 -13.1880
H -32.3744 -55.7911 -14.4067
H -33.3351 -54.2844 -13.9783
H -29.6245 -52.7355 -11.4888
H -29.3288 -53.3855 -12.8679
H -28.2824 -53.7459 -11.7511
H -34.1452 -54.7817 -9.4228
H -32.9915 -56.1687 -9.4750
H -33.9972 -55.9752 -10.8686
C -41.3388 -62.9806 -12.8800
O -40.6741 -61.7605 -13.0339
P -41.3028 -60.5870 -14.0106
O -42.4457 -59.8005 -13.4901
O -40.1053 -59.5677 -14.3619
C -39.9985 -58.3760 -13.6349
O -41.8838 -61.3561 -15.2852
C -42.0536 -60.6502 -16.5851
H -40.8116 -63.4909 -12.0815
H -41.0541 -63.5667 -13.8159
H -42.2939 -62.8055 -12.5998
H -40.0705 -58.5687 -12.5069
H -40.3688 -57.5830 -14.0896
H -38.8315 -58.0957 -13.8749
H -41.1683 -60.0485 -16.8461
H -42.8818 -59.9701 -16.4825
H -42.3221 -61.1119 -17.4520
C -44.8357 -59.4326 -10.0743
O -43.5583 -59.2904 -9.9693
P -42.6256 -59.1652 -11.4270
O -43.2525 -59.8601 -12.6273
O -42.8063 -57.5466 -11.7063
C -43.8131 -57.0822 -12.5122
O -40.9842 -59.3128 -11.3351
C -40.1886 -58.1853 -11.1697
H -45.2088 -60.2817 -10.7994
H -45.4797 -58.5294 -10.4435
H -45.2046 -59.8103 -9.1129
H -43.6046 -55.9962 -12.7220
H -44.7902 -57.3029 -11.8883
H -43.6924 -57.4162 -13.5187
H -40.5272 -57.6775 -10.3493
H -39.9915 -57.6814 -12.0404
H -39.2232 -58.5983 -11.1825
C -30.9741 -58.2742 -14.1805
O -31.0621 -59.1235 -13.2707
P -32.2834 -59.2952 -12.1839
O -33.5174 -58.8261 -12.7900
O -32.4082 -60.9794 -12.1682
C -32.6178 -61.7565 -13.4089
O -32.1468 -59.2004 -10.5958
C -33.1942 -59.4097 -9.7580
H -30.4001 -58.6034 -15.0156
H -30.2995 -57.5923 -13.8357
H -31.8831 -58.0047 -14.5665
H -33.5143 -61.3668 -13.8559
H -32.8021 -62.8074 -13.3738
H -31.9156 -61.4712 -14.1995
H -33.5573 -60.3350 -9.7751
H -34.0390 -58.6118 -9.8321
H -33.0124 -59.1103 -8.7310
```

Summary:
Frontier orbital gap = 3.52 eV
Spin multiplicity = 1
HOMO = -3.322 eV
LUMO level = 0.196 eV
Total charge = 0
Energy = -93435.097 eV
Energy above the lowest of the compared OMol25 structures with the same formula, charge and spin = 474.5 kcal per mole

These are the Mulliken partial charges, in e, on atoms 1 to 2: -1.005, 0.813


# 4
# C18H49N7O4P4

A 3-piece molecular cluster, C18H49N7O4P4 overall in a non-equilibrium geometry (ωB97M-V/def2-TZVPD, the OMol25 dataset).

The geometry in XYZ format:
```
82
C18H49N7O4P4 | the OMol25 dataset | ωB97M-V/def2-TZVPD
C -0.3759 -1.6669 3.5826
P -1.3629 -3.1323 4.1227
C -1.2215 -3.3748 5.9393
C -0.9592 -4.7005 3.2052
N -1.5803 -4.6176 1.8776
C -0.6000 -4.8888 0.8421
O -0.8346 -5.3220 -0.2594
C 0.7587 -4.4703 1.4438
C 0.5245 -5.0430 2.8223
P 1.8652 -4.9249 4.0459
O 3.1633 -4.7629 3.3494
H 0.5907 -1.9036 3.1331
H -0.9286 -1.0480 2.8827
H -0.1584 -1.0273 4.4384
H -0.3691 -2.8732 6.4003
H -1.1673 -4.4318 6.1997
H -2.1070 -2.9874 6.4345
H -1.2816 -5.5668 3.7794
H -1.9127 -3.6868 1.6392
H 1.6512 -4.8363 0.9575
H 0.6589 -3.3835 1.4356
H 0.4757 -6.1289 2.6538
H 1.6121 -3.9155 5.0005
H 1.8875 -6.1793 4.6979
C -2.6143 -2.4730 -3.2279
N -1.9622 -1.3259 -2.6255
C -2.9102 -0.2942 -2.2128
P -0.3489 -0.7728 -2.9062
O -0.0579 -0.2488 -1.5267
N 0.7544 -2.0807 -2.8744
C 0.4089 -3.4504 -3.1825
C 1.7811 -2.0695 -1.8419
N -0.4515 -0.8560 -4.6449
C 0.8473 -0.6027 -5.3228
C -1.4011 0.1221 -5.2293
H -2.7812 -2.3809 -4.3114
H -3.5912 -2.6281 -2.7681
H -2.0718 -3.3952 -3.0430
H -3.2091 0.3698 -3.0365
H -2.4781 0.3314 -1.4299
H -3.8145 -0.7363 -1.7946
H -0.0740 -3.8934 -2.3060
H 1.3034 -4.0410 -3.4051
H -0.2238 -3.5524 -4.0624
H 1.3862 -2.3850 -0.8675
H 2.2188 -1.0812 -1.7312
H 2.5942 -2.7456 -2.1167
H 1.2471 0.3873 -5.0847
H 0.7159 -0.6735 -6.4030
H 1.5904 -1.3448 -5.0498
H -1.2018 1.1440 -4.8963
H -2.4309 -0.1276 -4.9799
H -1.3402 0.0978 -6.3162
C -0.7183 5.8374 -0.7200
N -0.4020 5.8247 0.6930
C -0.5546 7.1346 1.3186
P 0.6626 4.7357 1.5038
O -0.0214 4.6617 2.8397
N 0.4125 3.1209 0.9948
C -0.0961 2.6995 -0.2978
C -0.0542 2.1504 1.9806
N 1.9714 4.8998 0.3607
C 3.0944 3.9597 0.6145
C 2.5812 6.2511 0.3510
H 0.1296 6.0962 -1.3715
H -1.5057 6.5663 -0.9185
H -1.1273 4.8870 -1.0536
H 0.3223 7.7829 1.1787
H -0.7141 7.0281 2.3923
H -1.4253 7.6591 0.9245
H -1.1914 2.7808 -0.3509
H 0.1626 1.6558 -0.4498
H 0.3487 3.2371 -1.1358
H -1.1330 2.2374 2.1626
H 0.4684 2.2677 2.9270
H 0.1538 1.1356 1.6316
H 3.5315 4.1028 1.6073
H 3.8740 4.1108 -0.1333
H 2.7760 2.9260 0.5284
H 2.8877 6.5757 1.3491
H 1.8964 6.9926 -0.0575
H 3.4569 6.2613 -0.2964
```

Summary:
Frontier orbital gap = 8.34 eV
Structure (SMILES) = CP(C)[C@H]1NC(=O)C[C@H]1[PH2]=O.CN(C)P(=O)(N(C)C)N(C)C.CN(C)P(=O)(N(C)C)N(C)C
Spin multiplicity = 1
HOMO = -8.130 eV
LUMO level = 0.215 eV
Total charge = 0
Energy = -75234.409 eV

These are the Mulliken partial charges, in e, on atoms 1 to 2: -1.203, 0.044


# 5
# C18H50Cl2O22P5

A 7-piece molecular cluster, C18H50Cl2O22P5 overall in a non-equilibrium geometry (ωB97M-V/def2-TZVPD, the OMol25 dataset).

The geometry in XYZ format:
```
97
C18H50Cl2O22P5 | the OMol25 dataset | ωB97M-V/def2-TZVPD
C -0.5331 -0.2137 -0.1863
C 0.8040 -0.9113 -0.3170
O 1.8305 -0.3229 0.1273
O 0.8934 -2.1424 -0.4783
H -0.9073 -0.2708 0.8359
H -1.2457 -0.6433 -0.8904
H -0.4394 0.8353 -0.4672
C -1.7024 -4.4929 -0.5444
Cl -2.2009 -5.8052 -1.5666
Cl -3.1675 -3.5016 -0.3134
H -1.1921 -4.9103 0.3237
H -0.8986 -3.9622 -1.0546
C 2.9340 -5.2618 3.8605
O 2.0380 -4.2033 4.2818
P 1.7134 -2.9805 3.2301
O 2.8533 -2.6226 2.3326
O 0.3798 -3.4765 2.4593
C -0.7883 -3.9014 3.1922
O 1.1958 -1.7301 4.1826
C 1.3554 -0.4056 3.7756
H 2.4565 -6.1966 3.5669
H 3.4927 -5.5388 4.7545
H 3.5403 -5.0570 2.9781
H -0.5990 -4.9634 3.3488
H -1.6739 -3.7714 2.5702
H -0.9232 -3.4285 4.1650
H 0.3906 -0.0788 3.3877
H 2.0671 -0.3804 2.9505
H 1.7404 0.2425 4.5629
C -2.6636 -0.9537 -3.2053
O -3.4987 -0.8573 -4.2704
P -3.8239 0.5763 -4.9716
O -4.8964 0.4839 -5.9063
O -4.0027 1.5693 -3.6487
C -5.2085 2.3665 -3.5302
O -2.3563 1.0579 -5.5531
C -1.9988 0.6550 -6.8753
H -1.8392 -1.6302 -3.4308
H -3.1439 -1.0164 -2.2288
H -2.1085 -0.0158 -3.1882
H -5.9018 1.8329 -2.8801
H -5.7414 2.5531 -4.4625
H -4.9836 3.2431 -2.9226
H -1.0718 0.0829 -6.8375
H -1.8980 1.4441 -7.6204
H -2.8295 0.0217 -7.1866
C 4.3953 1.9572 -0.7638
O 5.8527 1.9053 -0.8503
P 6.5660 0.8815 -1.8399
O 5.8919 -0.4576 -1.7768
O 6.6173 1.7788 -3.2253
C 7.1091 3.0951 -3.2984
O 8.1118 0.9219 -1.3549
C 8.7618 -0.2493 -1.0210
H 3.9352 2.1813 -1.7262
H 3.9370 2.6679 -0.0761
H 3.9254 1.0644 -0.3511
H 7.7050 3.4549 -2.4596
H 6.2719 3.7880 -3.3831
H 7.6590 3.2854 -4.2201
H 9.8206 -0.0440 -0.8631
H 8.7778 -0.9432 -1.8615
H 8.2791 -0.6137 -0.1142
C 0.6357 2.9345 1.6012
O 1.6568 2.6966 2.6041
P 2.5752 3.8584 3.1304
O 1.8665 4.9978 3.7617
O 3.6172 3.0038 4.0543
C 4.2709 1.8934 3.4876
O 3.5831 4.2516 1.8739
C 4.4770 5.3494 1.9433
H 1.1043 2.9657 0.6176
H 0.1458 3.8839 1.8174
H -0.0643 2.0995 1.6312
H 4.1147 1.0960 4.2143
H 5.3170 2.1387 3.3046
H 3.9462 1.4943 2.5267
H 4.4647 5.8521 2.9104
H 4.1901 6.0681 1.1757
H 5.4916 5.0396 1.6930
C -4.4545 0.6286 0.4483
O -5.1613 -0.6121 0.2332
P -6.7819 -0.5895 0.3069
O -7.3908 0.6393 -0.2877
O -7.2048 -1.9462 -0.5520
C -8.5635 -2.4571 -0.6333
O -7.0182 -0.9630 1.8837
C -8.3095 -1.1428 2.4366
H -5.1391 1.4294 0.7277
H -4.1761 0.6852 -0.6040
H -3.5367 0.5876 1.0349
H -8.6989 -3.4654 -0.2418
H -8.6799 -2.7921 -1.6640
H -9.3784 -1.7858 -0.3625
H -8.5088 -2.2098 2.3371
H -9.0636 -0.5629 1.9045
H -8.3904 -1.0586 3.5203
```

Summary:
Frontier orbital gap (alpha / beta) = 10.84 / 7.34 eV
Spin multiplicity = 2
HOMO (alpha / beta) = -10.645 / -10.645 eV
LUMO level (alpha / beta) = 0.199 / -3.309 eV
Total charge = 0
Energy = -136016.724 eV
⟨S²⟩ = 0.759

These are the Mulliken partial charges, in e, on atoms 1 to 2: -0.038, 0.533